Record 1
85
Properties=species:S:1:pos:R:3 method="wB97M-V/def2-TZVPD" e_homo_ev="-13.24 / -13.25" multiplicity=2 total_energy_ha=-3391.281821 orbital_gap_ev="6.05 / 6.38" charge=+2 e_above_lowest_kj_mol=0.0
Re 0.23 0.53 1.49
C 3.32 0.64 0.90
N 2.29 -0.39 1.11
C 2.57 -1.22 2.29
C 2.10 -0.45 3.48
N 1.16 0.49 3.36
C 0.97 1.02 4.65
C 0.14 2.04 5.12
C 0.20 2.32 6.47
C 1.05 1.62 7.34
C 1.88 0.62 6.88
C 1.82 0.35 5.52
N 2.52 -0.57 4.73
C 2.64 1.85 0.37
N 1.35 2.06 0.62
C 1.01 3.26 -0.04
C -0.19 3.96 -0.14
C -0.18 5.14 -0.87
C 0.99 5.62 -1.47
C 2.19 4.93 -1.38
C 2.16 3.75 -0.66
N 3.16 2.82 -0.38
H 4.10 0.30 0.23
H 3.78 0.90 1.86
H 2.22 -0.96 0.25
H 3.63 -1.47 2.38
H 2.01 -2.15 2.22
H -0.51 2.59 4.47
H -0.43 3.10 6.87
H 1.06 1.88 8.39
H 2.55 0.08 7.54
H 3.20 -1.24 5.06
H -1.10 3.60 0.31
H -1.09 5.70 -0.97
H 0.96 6.55 -2.03
H 3.09 5.30 -1.84
H 4.12 2.87 -0.68
S -1.55 1.63 2.21
C -2.89 1.67 1.05
N -3.16 0.69 0.25
C -4.35 0.94 -0.42
C -4.94 0.08 -1.35
C -6.12 0.47 -1.94
C -6.73 1.69 -1.61
C -6.17 2.55 -0.69
C -4.97 2.16 -0.10
S -4.02 2.98 1.10
H -4.47 -0.86 -1.60
H -6.60 -0.18 -2.66
H -7.67 1.96 -2.08
H -6.64 3.48 -0.43
N 1.89 -1.53 -1.51
C 1.83 -1.85 -2.63
N 1.71 -2.26 -3.87
C 2.77 -3.09 -4.48
C 3.60 -2.23 -5.42
O 2.77 -1.60 -6.37
C 1.85 -0.72 -5.76
C 0.91 -1.49 -4.84
H 2.28 -3.89 -5.03
H 3.38 -3.53 -3.69
H 4.31 -2.85 -5.97
H 4.16 -1.49 -4.84
H 1.28 -0.24 -6.56
H 2.38 0.05 -5.19
H 0.32 -2.20 -5.41
H 0.24 -0.82 -4.30
O -2.93 -6.21 -1.05
N -2.78 -5.11 -1.54
O -3.09 -4.78 -2.66
C -2.12 -4.09 -0.70
C -1.89 -2.85 -1.23
C -1.26 -1.89 -0.45
C -0.84 -2.16 0.86
O -0.26 -1.31 1.69
C -1.08 -3.47 1.33
C -1.72 -4.42 0.58
N -0.61 -3.85 2.67
O 0.53 -3.54 2.96
O -1.37 -4.47 3.36
N -1.02 -0.61 -1.11
O -0.46 0.32 -0.51
O -1.33 -0.48 -2.26
H -2.20 -2.63 -2.24
H -1.92 -5.41 0.99

***

Record 2
85
Properties=species:S:1:pos:R:3 method="wB97M-V/def2-TZVPD" e_homo_ev="-13.16 / -13.95" multiplicity=4 total_energy_ha=-3391.257944 orbital_gap_ev="7.36 / 7.40" charge=+2 e_above_lowest_kj_mol=64.0
Re -0.46 -0.18 -0.68
C 0.47 -1.24 2.11
N -0.52 -0.26 1.65
C -1.88 -0.58 2.14
C -2.85 -0.44 1.02
N -2.44 -0.49 -0.24
C -3.58 -0.30 -1.04
C -3.73 -0.22 -2.42
C -5.01 -0.02 -2.89
C -6.11 0.10 -2.03
C -5.97 0.02 -0.66
C -4.67 -0.17 -0.19
N -4.17 -0.27 1.10
C 0.50 -2.36 1.11
N 0.17 -2.15 -0.16
C 0.33 -3.37 -0.82
C 0.12 -3.74 -2.14
C 0.38 -5.05 -2.48
C 0.83 -5.99 -1.53
C 1.03 -5.64 -0.21
C 0.77 -4.31 0.12
N 0.85 -3.63 1.33
H 0.27 -1.60 3.12
H 1.45 -0.75 2.12
H -0.22 0.68 1.94
H -2.16 0.04 2.99
H -1.90 -1.62 2.48
H -2.88 -0.31 -3.08
H -5.18 0.05 -3.96
H -7.09 0.25 -2.45
H -6.81 0.12 0.01
H -4.70 -0.19 1.96
H -0.23 -3.03 -2.87
H 0.24 -5.38 -3.50
H 1.02 -7.00 -1.84
H 1.37 -6.35 0.52
H 1.15 -4.01 2.21
S 2.99 0.14 0.23
C 2.55 1.53 1.21
N 1.31 1.75 1.54
C 1.20 2.99 2.14
C 0.00 3.57 2.58
C 0.05 4.81 3.16
C 1.28 5.49 3.32
C 2.46 4.94 2.90
C 2.42 3.68 2.29
S 3.70 2.74 1.63
H -0.94 3.06 2.42
H -0.86 5.29 3.50
H 1.28 6.46 3.79
H 3.40 5.47 3.02
N -0.51 -0.58 -2.52
C 0.36 -0.22 -3.40
N 0.38 -0.52 -4.69
C -0.78 -1.16 -5.32
C -1.42 -0.17 -6.29
O -0.47 0.29 -7.23
C 0.61 0.95 -6.61
C 1.35 0.02 -5.66
H -1.47 -1.49 -4.55
H -0.42 -2.03 -5.87
H -1.83 0.68 -5.72
H -2.22 -0.65 -6.84
H 0.26 1.84 -6.07
H 1.28 1.27 -7.41
H 2.16 0.53 -5.15
H 1.76 -0.83 -6.21
O 2.08 6.78 -2.56
N 2.39 5.63 -2.72
O 3.38 5.22 -3.29
C 1.50 4.60 -2.15
C 1.89 3.28 -2.19
C 1.04 2.35 -1.65
C -0.19 2.68 -1.07
O -0.97 1.72 -0.60
C -0.53 4.04 -1.04
C 0.30 5.00 -1.58
N -1.78 4.49 -0.40
O -2.25 3.77 0.47
O -2.29 5.49 -0.83
N 1.36 0.92 -1.64
O 1.46 0.52 -3.01
O 2.73 0.81 -1.26
H 2.84 3.01 -2.64
H 0.01 6.04 -1.56

***

Record 3
75
Properties=species:S:1:pos:R:3 method="wB97M-V/def2-TZVPD" e_homo_ev=-11.51 total_energy_ha=-2136.130252 orbital_gap_ev=7.35 charge=+1 e_above_lowest_kj_mol=0.0
Ta -0.31 -0.12 0.17
O 1.07 1.67 -1.26
C 1.96 2.41 -0.39
C 1.85 1.63 0.93
O 2.73 1.28 1.65
O 0.53 1.31 1.17
C 1.44 3.83 -0.18
C 1.39 4.40 1.09
C 0.92 5.70 1.25
C 0.50 6.43 0.15
C 0.56 5.87 -1.12
C 1.04 4.57 -1.28
C 3.38 2.36 -0.92
C 4.25 3.43 -0.80
C 5.56 3.33 -1.25
C 6.01 2.16 -1.83
C 5.14 1.08 -1.97
C 3.83 1.18 -1.51
H 0.60 2.28 -1.84
H 1.73 3.85 1.96
H 0.89 6.13 2.24
H 0.14 7.44 0.28
H 0.26 6.44 -1.98
H 1.13 4.18 -2.29
H 3.91 4.35 -0.34
H 6.23 4.17 -1.14
H 7.03 2.08 -2.18
H 5.48 0.16 -2.43
H 3.15 0.35 -1.63
C -0.96 -2.96 -1.29
N -1.21 -1.50 -1.31
C -1.77 -0.94 -2.34
C -1.98 0.45 -2.26
C -2.55 1.42 -3.07
C -2.52 2.62 -2.33
C -1.93 2.33 -1.11
N -1.60 1.02 -1.05
C -0.40 -3.49 -2.59
C 0.69 -2.86 -3.19
C 1.22 -3.35 -4.37
C 0.67 -4.48 -4.96
C -0.42 -5.11 -4.37
C -0.95 -4.61 -3.19
H -1.89 -3.47 -1.05
H -0.28 -3.15 -0.47
H -2.04 -1.52 -3.22
H -2.95 1.27 -4.06
H -2.90 3.58 -2.64
H -1.72 3.00 -0.28
H 1.12 -1.97 -2.73
H 2.07 -2.86 -4.83
H 1.08 -4.87 -5.89
H -0.85 -5.99 -4.83
H -1.80 -5.10 -2.73
C 2.37 -1.81 0.07
O 1.27 -0.96 -0.29
H 3.00 -1.27 0.78
H 2.91 -2.05 -0.84
H 1.97 -2.72 0.53
O -0.45 -1.51 1.71
C -1.30 -0.79 2.37
O -1.83 0.12 1.66
C -1.58 -0.97 3.78
C -2.24 0.04 4.49
C -2.48 -0.12 5.84
C -2.09 -1.28 6.48
C -1.44 -2.27 5.76
C -1.16 -2.14 4.41
N -1.01 -3.51 6.44
O -1.23 -3.58 7.63
O -0.46 -4.35 5.77
H -2.54 0.94 3.97
H -2.99 0.66 6.40
H -2.27 -1.44 7.54
H -0.64 -2.92 3.88